Entry from OMol25: a single C5H7NO3 molecule at a distorted geometry (ωB97M-V/def2-TZVPD).

Results
- energy above the lowest of the compared OMol25 structures with the same formula, charge and spin (kcal per mole) = 125.5
- HOMO-LUMO gap (eV) = 7.5631
- HOMO (eV) = -6.97
- SMILES = CC1=C(O)[C@]2(O)N[C@]12O
- E (hartree) = -475.048955
- maximum force (eV/A) = 1.734

CARTESIAN COORDINATES (ANGSTROEM)
C 1.50219 -1.59319 -0.32398
C 0.43938 -0.57329 -0.05168
C -0.91258 -0.57787 -0.05379
O -1.84164 -1.51583 0.06912
C -1.22188 0.86181 -0.25828
O -1.85641 1.62385 0.73001
N -0.16319 1.56318 -1.09960
C 0.50508 0.93252 -0.05611
O 1.00762 1.70071 0.95992
H 2.25484 -1.21875 -1.02505
H 2.00781 -1.90380 0.59540
H 1.06817 -2.50597 -0.74281
H -1.41003 -2.36196 0.26069
H -2.74374 1.84447 0.41981
H -0.24641 2.56251 -0.92068
H 1.61080 1.16161 1.49704

Cartesian forces (eV/Å) of the 6 atoms listed first:
-0.13 -0.09 0.17
-0.06 -0.24 -0.26
1.26 1.19 -0.10
-0.43 -0.61 -0.09
0.79 0.21 1.06
0.02 -0.26 -0.29

Results of the Löwdin charge analysis, in e, for atoms 1 through 4: number 1, C, carries -0.05; number 2, C, carries -0.15; number 3, C, carries -0.26; number 4, O, carries 0.12